Record 1
Molecular formula: C23H28N4O2S
Method: DFT, the ωB97M-V functional and the def2-TZVPD basis

Values from the calculation:
Total charge: 0
LUMO energy (eV): 0.02
Highest occupied orbital energy (eV): -7.37
SMILES: CCCC(=O)N1CCN(c2ccc(NC(=S)NC(=O)c3cccc(C)c3)cc2)CC1
Frontier orbital gap (eV): 7.39
Energy relative to the best compared isomer or geometry (same formula, charge and spin) (kcal per mole): 10.70
Total energy (hartree): -1660.988422

Positions of all 58 atoms, in Å:
1 C 9.15055 1.58850 0.78386
2 C 8.21717 1.56208 -0.41983
3 C 7.87746 0.12425 -0.83834
4 C 7.01464 -0.55244 0.20924
5 O 7.49605 -1.21822 1.10712
6 N 5.67417 -0.35560 0.12796
7 C 4.98133 0.32943 -0.94281
8 C 3.56457 0.69717 -0.50503
9 N 2.81186 -0.49576 -0.20043
10 C 1.43776 -0.48769 -0.16732
11 C 0.70367 0.70457 -0.22817
12 C -0.67272 0.68904 -0.20382
13 C -1.38049 -0.50961 -0.11203
14 N -2.76956 -0.41032 -0.06887
15 C -3.72686 -1.33051 0.06169
16 S -3.58871 -2.97441 0.16628
17 N -5.03275 -0.83895 0.11694
18 C -5.46901 0.45463 0.06065
19 O -4.71044 1.40797 -0.04568
20 C -6.93880 0.62345 0.16776
21 C -7.40958 1.82171 0.69794
22 C -8.76922 2.03174 0.82944
23 C -9.66282 1.05857 0.42072
24 C -9.21224 -0.13585 -0.13470
25 C -10.19521 -1.17165 -0.58636
26 C -7.84701 -0.34496 -0.25501
27 C -0.66175 -1.70097 -0.06685
28 C 0.71581 -1.68609 -0.09910
29 C 3.57637 -1.58249 0.37635
30 C 4.81380 -1.03512 1.07822
31 H 10.11082 1.14665 0.52876
32 H 9.31782 2.61078 1.11558
33 H 8.72478 1.01871 1.60554
34 H 8.69226 2.07135 -1.26191
35 H 7.30080 2.10565 -0.17641
36 H 8.80474 -0.44700 -0.90499
37 H 7.39064 0.11090 -1.81339
38 H 5.50890 1.24653 -1.21140
39 H 4.92176 -0.31106 -1.83432
40 H 3.07703 1.22242 -1.33116
41 H 3.61850 1.38302 0.35508
42 H 1.20630 1.65706 -0.27522
43 H -1.21622 1.62269 -0.24308
44 H -3.13114 0.55032 -0.11138
45 H -5.71729 -1.57363 0.24617
46 H -6.69551 2.57008 1.00527
47 H -9.13334 2.95730 1.24932
48 H -10.72545 1.22489 0.52288
49 H -9.69194 -2.01586 -1.05015
50 H -10.77322 -1.53601 0.26218
51 H -10.89369 -0.74430 -1.30398
52 H -7.50110 -1.25991 -0.71621
53 H -1.17792 -2.64387 -0.01268
54 H 1.23661 -2.62995 -0.08889
55 H 3.88394 -2.29775 -0.39987
56 H 2.96464 -2.11273 1.10988
57 H 4.51390 -0.34552 1.87664
58 H 5.39538 -1.84324 1.52796

Here are the Löwdin charges for atoms 1 to 5, given in e:
1 C -0.101
2 C -0.248
3 C -0.117
4 C -0.469
5 O 0.053


Record 2
Molecular formula: C36H74I2N5O22P
Method: DFT, the ωB97M-V functional and the def2-TZVPD basis

Values from the calculation:
Total charge: 0
LUMO energy (eV): -0.42
Highest occupied orbital energy (eV): -7.15
SMILES: [H]/N=C(/N)NCCCC[C@@H](OC)[C@H](/C(I)=C(/C)I)N(NCC)P(C)C.COC(=O)OC.COC(=O)OC.COC(=O)OC.COC(=O)OC.COC(=O)OC.COC(=O)OC.COC(=O)OC
Frontier orbital gap (eV): 6.73
Energy relative to the best compared isomer or geometry (same formula, charge and spin) (kcal per mole): 162.85
Total energy (hartree): -4281.520137

Positions of all 140 atoms, in Å:
1 H -8.70900 0.66842 4.28512
2 N -7.97290 0.55365 5.01660
3 C -7.45232 -0.71844 5.03870
4 N -6.32077 -1.09817 6.01550
5 N -7.99351 -1.71299 4.03258
6 C -6.94668 -2.13292 3.01953
7 C -6.27771 -0.84639 2.19090
8 C -5.25255 -1.47748 1.04735
9 C -3.73974 -0.77175 1.09135
10 C -2.64486 -2.00514 1.27896
11 O -2.54862 -2.87519 0.09693
12 C -3.09278 -4.21982 0.34063
13 C -1.15982 -1.45342 1.81632
14 C -0.96194 0.17305 1.55168
15 I -1.06186 1.44903 3.38145
16 C -0.76058 0.77899 0.17777
17 C -0.59667 2.39751 -0.10568
18 I -0.71060 -0.47942 -1.66613
19 N -0.05846 -2.31609 1.26587
20 N 1.16040 -1.68278 1.16048
21 C 1.92836 -1.61915 2.45935
22 C 3.18083 -0.54387 2.19250
23 P 0.00863 -3.94832 1.93775
24 C 1.39683 -5.03067 1.19836
25 C -0.04433 -4.01495 3.84082
26 H -5.97313 -2.07618 5.80620
27 H -5.49247 -0.45857 5.82086
28 H -8.87455 -1.39023 3.57482
29 H -7.42342 -2.86715 2.20911
30 H -6.10853 -2.75898 3.55931
31 H -7.18633 -0.39091 1.56598
32 H -5.76790 -0.06478 2.90143
33 H -5.19275 -2.63728 1.28859
34 H -5.74005 -1.41611 -0.04070
35 H -3.54604 -0.11320 0.13697
36 H -3.75808 -0.08288 2.05267
37 H -3.09693 -2.68521 2.14981
38 H -4.26652 -4.29446 0.21594
39 H -2.64680 -4.91453 -0.52128
40 H -2.75699 -4.71615 1.34999
41 H -1.19772 -1.62651 2.99611
42 H 0.45704 2.66611 -0.59847
43 H -0.87725 3.08172 0.79926
44 H -1.39160 2.65037 -0.95940
45 H 1.70592 -2.20967 0.41554
46 H 1.29864 -1.26897 3.38305
47 H 2.47561 -2.65197 2.70018
48 H 4.11816 -0.96102 2.76991
49 H 3.44609 -0.64066 1.03797
50 H 2.89125 0.54491 2.51119
51 H 0.98054 -6.14865 1.16096
52 H 2.32232 -4.93873 1.91064
53 H 1.59443 -4.72186 0.08710
54 H 0.69604 -4.76783 4.34536
55 H -1.16804 -4.24852 4.15965
56 H 0.17235 -2.92682 4.25702
57 C -0.09050 -5.45657 8.34021
58 O -0.94255 -4.64617 9.14741
59 C -1.87558 -3.95009 8.45013
60 O -2.02765 -3.96943 7.23869
61 O -2.61017 -3.22882 9.33415
62 C -3.63844 -2.44087 8.73763
63 H 0.61548 -5.96714 9.00098
64 H -0.67174 -6.21473 7.80561
65 H 0.47954 -4.83836 7.63917
66 H -4.36154 -3.07846 8.21891
67 H -3.21026 -1.70209 8.05247
68 H -4.16124 -1.90701 9.53595
69 C 3.42780 1.72734 -1.64448
70 O 4.50479 1.45374 -0.75031
71 C 5.62643 2.17922 -0.98882
72 O 5.76922 3.00914 -1.87309
73 O 6.56168 1.82148 -0.07302
74 C 7.80409 2.50955 -0.20347
75 H 2.58398 1.09207 -1.36147
76 H 3.11419 2.77300 -1.56268
77 H 3.71025 1.48593 -2.67430
78 H 7.66546 3.58649 -0.06405
79 H 8.26152 2.29942 -1.17567
80 H 8.47593 2.14524 0.57855
81 C 7.13362 9.33679 0.49908
82 O 6.09394 8.59236 -0.13274
83 C 6.53345 7.63181 -0.98447
84 O 7.70065 7.37432 -1.23432
85 O 5.44942 7.00728 -1.51000
86 C 5.76220 5.96449 -2.43130
87 H 6.66816 10.07583 1.15700
88 H 7.76256 8.68044 1.10907
89 H 7.73470 9.86878 -0.24541
90 H 6.33632 5.17330 -1.93847
91 H 6.30846 6.36165 -3.29295
92 H 4.82186 5.53559 -2.78828
93 C 2.78126 7.17804 -1.45038
94 O 1.87571 7.93371 -2.25241
95 C 0.82400 7.22107 -2.72921
96 O 0.61086 6.03563 -2.52823
97 O 0.05045 8.05580 -3.46826
98 C -1.10207 7.43788 -4.03738
99 H 3.58209 7.84697 -1.12344
100 H 2.27562 6.78631 -0.56194
101 H 3.22759 6.36579 -2.03315
102 H -1.76298 7.05654 -3.25237
103 H -0.81100 6.63601 -4.72357
104 H -1.64617 8.19671 -4.60638
105 C 5.63362 -2.60602 -1.00644
106 O 4.59394 -3.35045 -1.63826
107 C 5.03345 -4.31100 -2.48999
108 O 6.20065 -4.56849 -2.73984
109 O 3.94942 -4.93553 -3.01552
110 C 4.26220 -5.97832 -3.93682
111 H 5.16816 -1.86698 -0.34852
112 H 6.26256 -3.26237 -0.39645
113 H 6.23470 -2.07403 -1.75093
114 H 4.83632 -6.76951 -3.44399
115 H 4.80846 -5.58116 -4.79847
116 H 3.32186 -6.40722 -4.29380
117 C -3.60804 10.16238 -8.76783
118 O -3.95622 8.91723 -9.37008
119 C -3.97281 7.86692 -8.51110
120 O -3.72229 7.91312 -7.31687
121 O -4.31648 6.75630 -9.21094
122 C -4.37441 5.56472 -8.42940
123 H -3.62619 10.93071 -9.54566
124 H -4.33596 10.43541 -7.99709
125 H -2.59714 10.11964 -8.34969
126 H -5.13298 5.65393 -7.64513
127 H -3.39416 5.33816 -7.99773
128 H -4.65797 4.74075 -9.08994
129 C -0.14163 -7.28519 -1.66249
130 O -0.32840 -8.45857 -2.45155
131 C -1.58094 -8.97722 -2.39293
132 O -2.51271 -8.52980 -1.74277
133 O -1.61726 -10.07983 -3.18304
134 C -2.88370 -10.73475 -3.21876
135 H 0.89436 -6.95730 -1.78455
136 H -0.80009 -6.48058 -2.00523
137 H -0.31168 -7.50149 -0.60283
138 H -3.65180 -10.06804 -3.62373
139 H -3.16338 -11.08895 -2.22132
140 H -2.79743 -11.60151 -3.87976

Here are the Löwdin charges for atoms 1 to 5, given in e:
1 H 0.028
2 N 0.055
3 C -0.398
4 N 0.059
5 N -0.055


Record 3
Molecular formula: C32H35F6FeN9O8S3
Method: DFT, the ωB97M-V functional and the def2-TZVPD basis

Values from the calculation:
⟨S²⟩: 8.7625
Total charge: -1
LUMO energy (alpha / beta) (eV): 2.42 / 1.59
Highest occupied orbital energy (alpha / beta) (eV): -5.34 / -5.22
Frontier orbital gap (alpha / beta) (eV): 7.76 / 6.81
2S+1: 6
Energy relative to the best compared isomer or geometry (same formula, charge and spin) (kcal per mole): 44.31
Total energy (hartree): -5392.664099

Positions of all 94 atoms, in Å:
1 Fe -0.59634 0.23700 0.11855
2 C -0.21120 0.64254 4.49763
3 C -0.48503 0.84072 3.03996
4 N -1.12984 0.00349 2.31794
5 O -1.52632 -1.14102 2.97625
6 C 0.02287 2.03763 2.37299
7 C 0.48322 3.24395 3.12910
8 N 0.00131 2.02151 1.06733
9 O 0.33881 3.00532 0.35483
10 H -0.69167 -0.25486 4.87064
11 H -0.55164 1.50694 5.06927
12 H 0.86788 0.56057 4.64717
13 H -1.96934 -1.64910 2.27361
14 H 1.42723 3.06065 3.64972
15 H -0.25336 3.55643 3.87319
16 H 0.63256 4.05355 2.41763
17 F -4.66443 -3.92241 1.90704
18 C -3.75980 -4.38127 1.03585
19 F -4.29098 -5.40655 0.37357
20 F -2.70030 -4.81409 1.72014
21 S -3.31138 -3.01779 -0.12078
22 O -2.83005 -1.95191 0.72753
23 O -4.52171 -2.78934 -0.84585
24 N -2.20411 -3.70137 -0.99013
25 S -0.74172 -3.17281 -1.22175
26 O -0.24151 -3.69224 -2.45011
27 O -0.54896 -1.76560 -0.95658
28 C 0.24805 -4.00987 0.08637
29 F 0.16140 -5.33780 -0.05671
30 F 1.52703 -3.65776 -0.02805
31 F -0.19269 -3.68370 1.29480
32 O 0.96918 -1.05361 1.32261
33 C 1.85880 -0.59450 0.58950
34 N 3.20733 -0.77765 0.72371
35 C 3.87670 0.20306 -0.13064
36 C 2.66081 0.70835 -1.00015
37 O 2.80424 1.45283 -1.93442
38 N 1.52626 0.18689 -0.45178
39 C 4.39436 1.34693 0.73901
40 C 3.61159 2.47159 0.99358
41 C 4.06075 3.44352 1.87822
42 C 5.28512 3.30683 2.51669
43 C 6.06843 2.18904 2.26452
44 C 5.62516 1.21798 1.37839
45 C 4.93560 -0.40128 -1.02483
46 C 5.11160 -1.77522 -1.12073
47 C 6.06994 -2.30244 -1.97850
48 C 6.85353 -1.46128 -2.75181
49 C 6.67020 -0.08601 -2.66905
50 C 5.71868 0.44127 -1.81193
51 H 3.56994 -0.98891 1.63975
52 H 2.65114 2.60770 0.50567
53 H 3.44403 4.31499 2.06118
54 H 5.63112 4.07084 3.20227
55 H 7.02864 2.07422 2.75256
56 H 6.24636 0.35409 1.16905
57 H 4.48587 -2.43381 -0.53278
58 H 6.19403 -3.37647 -2.04449
59 H 7.59913 -1.87202 -3.42142
60 H 7.26783 0.57908 -3.28045
61 H 5.56206 1.51069 -1.75883
62 C -3.64281 -2.50943 -3.98792
63 C -2.37336 -1.71358 -4.02464
64 C -1.39615 -1.96759 -4.97972
65 C -0.26216 -1.18437 -4.92943
66 N -0.08675 -0.22955 -4.02290
67 C -1.06287 -0.06944 -3.12756
68 S -0.83217 1.25301 -1.98144
69 N -2.20726 -0.76997 -3.10124
70 H -3.93381 -2.81887 -4.99219
71 H -4.44194 -1.93621 -3.52042
72 H -3.49473 -3.40714 -3.38394
73 H -1.51958 -2.74731 -5.71882
74 H 0.54404 -1.31850 -5.64470
75 C -3.91576 0.83923 -0.72121
76 C -5.34132 1.41676 -0.58740
77 N -5.37931 2.47113 0.43144
78 C -4.30255 3.42243 0.13952
79 C -2.91619 2.75777 0.31250
80 N -3.06989 1.29266 0.40896
81 C -3.79860 1.00741 1.66027
82 C -5.10164 1.84467 1.72316
83 H -3.43419 1.16685 -1.63699
84 H -3.92210 -0.24672 -0.74166
85 H -6.05841 0.64421 -0.29940
86 H -5.67715 1.83645 -1.53849
87 H -4.40444 4.28581 0.80182
88 H -4.44016 3.77690 -0.88434
89 H -2.42332 3.09787 1.22653
90 H -2.25364 2.98614 -0.52045
91 H -3.15226 1.25076 2.50220
92 H -4.00101 -0.06221 1.69210
93 H -5.02233 2.63643 2.47288
94 H -5.95264 1.21689 1.99750

Here are the Löwdin charges for atoms 1 to 5, given in e:
1 Fe 0.892
2 C 0.005
3 C -0.294
4 N -0.067
5 O -0.027


Record 4
Molecular formula: C23H29NO3
Method: DFT, the ωB97M-V functional and the def2-TZVPD basis

Values from the calculation:
Total charge: 0
LUMO energy (eV): 0.68
Highest occupied orbital energy (eV): -8.66
SMILES: CCCCOc1ccc(C(=O)NCC2(c3ccccc3)CCOCC2)cc1
Frontier orbital gap (eV): 9.34
Energy relative to the best compared isomer or geometry (same formula, charge and spin) (kcal per mole): 34.19
Total energy (hartree): -1174.321901

Positions of all 56 atoms, in Å:
1 C -7.16289 -1.04180 1.07123
2 C -7.73685 -0.24334 -0.09215
3 C -6.83041 -0.23928 -1.32364
4 C -5.52841 0.53521 -1.12770
5 O -4.61415 -0.27901 -0.41865
6 C -3.40129 0.22228 -0.08851
7 C -2.57542 -0.62769 0.65429
8 C -1.31749 -0.22668 1.04389
9 C -0.84573 1.04189 0.70728
10 C 0.49292 1.56247 1.09789
11 O 0.73187 2.75368 1.17399
12 N 1.42634 0.61437 1.37158
13 C 2.80391 0.94684 1.62344
14 C 3.71801 0.62929 0.41335
15 C 3.57006 -0.85920 0.13371
16 C 4.28865 -1.79755 0.87091
17 C 4.11448 -3.15573 0.67431
18 C 3.20209 -3.61689 -0.25780
19 C 2.46223 -2.70070 -0.98246
20 C 2.64170 -1.34192 -0.78611
21 C 5.16359 1.02938 0.75452
22 C 6.05978 0.83573 -0.47019
23 O 5.63429 1.62242 -1.55686
24 C 4.31140 1.31536 -1.93397
25 C 3.32843 1.51755 -0.77984
26 C -1.67754 1.88916 -0.01681
27 C -2.93743 1.49265 -0.42105
28 H -6.21507 -0.62410 1.39705
29 H -6.99455 -2.07427 0.77422
30 H -7.85303 -1.03234 1.91205
31 H -7.91561 0.78726 0.22427
32 H -8.70076 -0.67143 -0.37743
33 H -6.57825 -1.26496 -1.59703
34 H -7.36809 0.21504 -2.15814
35 H -5.72100 1.46283 -0.57183
36 H -5.10224 0.79583 -2.10700
37 H -2.95483 -1.60273 0.91755
38 H -0.71967 -0.90009 1.64098
39 H 1.23001 -0.34947 1.15277
40 H 3.15469 0.38942 2.49874
41 H 2.83090 2.01680 1.84211
42 H 4.99978 -1.47775 1.61637
43 H 4.69420 -3.85644 1.25730
44 H 3.06599 -4.67653 -0.41333
45 H 1.73617 -3.04057 -1.70666
46 H 2.04082 -0.66143 -1.36910
47 H 5.56128 0.46566 1.59670
48 H 5.17355 2.08618 1.02842
49 H 7.08213 1.15495 -0.25612
50 H 6.07003 -0.22825 -0.75722
51 H 4.07769 1.98749 -2.76233
52 H 4.26098 0.27487 -2.29255
53 H 2.31014 1.33188 -1.11814
54 H 3.37434 2.55997 -0.45899
55 H -1.31369 2.87634 -0.25935
56 H -3.54803 2.17737 -0.98798

Here are the Löwdin charges for atoms 1 to 5, given in e:
1 C -0.105
2 C -0.261
3 C -0.182
4 C -0.206
5 O -0.056


Record 5
Molecular formula: C4H7NS2
Method: DFT, the ωB97M-V functional and the def2-TZVPD basis

Values from the calculation:
Total charge: 0
LUMO energy (eV): 0.80
Highest occupied orbital energy (eV): -8.78
SMILES: S/N=C\[C@@H]1C[C@@H]1S
Frontier orbital gap (eV): 9.58
Energy relative to the best compared isomer or geometry (same formula, charge and spin) (kcal per mole): 38.09
Total energy (hartree): -1007.673557

Positions of all 14 atoms, in Å:
1 S 3.09059 -0.43903 -0.52880
2 N 1.99239 -1.03138 0.63752
3 C 0.80661 -0.53088 0.68019
4 C 0.23058 0.53053 -0.18459
5 C -0.95883 1.24377 0.31488
6 C -1.19043 0.17358 -0.69882
7 S -2.00214 -1.37928 -0.29202
8 H 4.03810 -1.32934 -0.17252
9 H 0.11961 -1.02585 1.36548
10 H 0.94396 0.95402 -0.86348
11 H -1.20883 2.26452 0.06837
12 H -1.25094 0.96985 1.33108
13 H -1.41605 0.47236 -1.73475
14 H -3.19463 -0.87286 0.07745

Here are the Löwdin charges for atoms 1 to 5, given in e:
1 S 0.708
2 N -0.364
3 C -0.298
4 C -0.290
5 C -0.139


The highest energy relative to the best compared isomer or geometry (same formula, charge and spin) belongs to which entry?
C36H74I2N5O22P


What is the formula in the third record?
C32H35F6FeN9O8S3


What is the formula in the third record?
C32H35F6FeN9O8S3


Number 4 is which compound?
C23H29NO3